No. 1
{"formula": "C35H42N10O6STi", "method": "ωB97M-V with the def2-TZVPD basis set", "elements": ["Ti", "C", "C", "C", "C", "C", "C", "N", "C", "C", "C", "C", "C", "N", "C", "C", "C", "C", "C", "C", "N", "H", "H", "H", "H", "H", "H", "H", "H", "H", "H", "H", "H", "H", "H", "H", "N", "C", "N", "C", "C", "O", "C", "C", "H", "H", "H", "H", "H", "H", "H", "H", "O", "N", "O", "N", "C", "C", "C", "C", "C", "C", "S", "O", "O", "O", "H", "H", "H", "H", "H", "H", "C", "C", "N", "C", "N", "C", "C", "C", "N", "C", "H", "H", "H", "H", "H", "H", "H", "H", "H", "H", "H", "H", "H"], "coordinates": [[-0.246, -0.239, 0.294], [-3.376, 1.147, 1.103], [-2.832, 1.582, -0.219], [-3.628, 2.377, -1.039], [-3.174, 2.764, -2.279], [-1.925, 2.335, -2.694], [-1.174, 1.542, -1.840], [-1.615, 1.182, -0.623], [0.123, 0.981, -2.326], [0.764, 1.546, -3.412], [1.820, 0.862, -3.996], [2.138, -0.389, -3.530], [1.491, -0.886, -2.396], [0.553, -0.165, -1.753], [1.808, -2.268, -1.947], [2.861, -2.973, -2.512], [3.030, -4.294, -2.118], [2.171, -4.843, -1.188], [1.169, -4.047, -0.636], [0.234, -4.574, 0.414], [0.996, -2.784, -1.021], [-3.795, 0.142, 1.002], [-4.175, 1.819, 1.412], [-2.606, 1.094, 1.866], [-4.605, 2.675, -0.683], [-3.787, 3.373, -2.930], [-1.567, 2.576, -3.682], [0.451, 2.502, -3.802], [2.361, 1.289, -4.830], [2.917, -0.971, -4.006], [3.585, -2.534, -3.193], [3.851, -4.865, -2.530], [2.283, -5.869, -0.861], [-0.696, -4.919, -0.045], [-0.025, -3.788, 1.120], [0.677, -5.409, 0.956], [-1.640, -1.464, -0.055], [-2.151, -2.002, 0.992], [-3.150, -2.924, 0.978], [-3.904, -3.162, -0.241], [-5.327, -2.660, -0.063], [-5.938, -3.217, 1.088], [-5.206, -2.914, 2.264], [-3.788, -3.454, 2.174], [-3.917, -4.235, -0.453], [-3.401, -2.649, -1.058], [-5.946, -2.947, -0.913], [-5.324, -1.562, 0.012], [-5.746, -3.367, 3.094], [-5.176, -1.825, 2.413], [-3.828, -4.545, 2.089], [-3.209, -3.191, 3.053], [-1.734, -1.699, 2.239], [-0.440, -1.001, 2.145], [-0.673, 0.337, 2.013], [1.825, -0.954, 0.976], [3.112, -0.803, 0.318], [4.063, -1.815, 0.385], [5.127, -1.809, -0.503], [5.247, -0.786, -1.436], [4.396, 0.305, -1.374], [3.316, 0.290, -0.508], [6.288, -0.975, -2.882], [6.570, 0.377, -3.320], [7.420, -1.762, -2.444], [5.367, -1.696, -3.773], [1.861, -0.997, 1.990], [1.463, -1.874, 0.706], [3.914, -2.652, 1.060], [5.838, -2.625, -0.530], [4.546, 1.117, -2.074], [2.586, 1.091, -0.524], [-1.469, 5.637, 1.668], [-1.707, 4.819, 0.413], [-0.591, 3.920, 0.216], [0.175, 3.360, 1.207], [1.043, 2.457, 0.874], [2.109, 2.158, 1.839], [2.105, 3.007, 3.103], [0.668, 3.168, 3.550], [-0.036, 3.840, 2.472], [-1.174, 4.676, 2.803], [-2.342, 6.246, 1.902], [-0.613, 6.299, 1.520], [-1.788, 5.462, -0.464], [-2.657, 4.276, 0.508], [-0.360, 3.601, -0.708], [3.068, 2.270, 1.333], [2.037, 1.112, 2.134], [2.528, 3.996, 2.911], [2.711, 2.527, 3.873], [0.579, 3.783, 4.446], [0.219, 2.188, 3.754], [-0.936, 5.217, 3.720], [-2.063, 4.063, 3.011]], "homo_ev": -7.931, "e_tot_ha": -3605.6351, "fmax_ev_per_a": 1.71, "homo_lumo_gap_ev": 6.741}

No. 2
{"formula": "C35H42N3OS", "method": "ωB97M-V with the def2-TZVPD basis set", "elements": ["C", "O", "C", "C", "C", "C", "C", "C", "C", "C", "N", "C", "C", "C", "C", "C", "S", "H", "H", "H", "H", "H", "H", "H", "H", "H", "H", "H", "H", "H", "H", "H", "H", "H", "C", "N", "C", "C", "C", "C", "C", "C", "C", "C", "C", "C", "C", "C", "C", "N", "C", "C", "C", "C", "C", "C", "C", "H", "H", "H", "H", "H", "H", "H", "H", "H", "H", "H", "H", "H", "H", "H", "H", "H", "H", "H", "H", "H", "H", "H", "H", "H"], "coordinates": [[0.491, 2.442, 2.014], [1.059, 1.313, 2.708], [0.929, 0.012, 2.297], [-0.391, -0.614, 2.340], [-0.778, -1.464, 1.292], [-2.046, -2.042, 1.277], [-2.882, -1.901, 2.394], [-2.463, -1.110, 3.473], [-1.255, -0.422, 3.432], [2.160, -0.656, 2.197], [2.440, -1.944, 2.601], [1.396, -2.874, 2.994], [3.785, -2.252, 2.670], [4.224, -3.640, 2.990], [4.576, -1.152, 2.517], [6.035, -1.073, 2.773], [3.676, 0.235, 2.079], [0.540, 3.269, 2.733], [1.118, 2.670, 1.135], [-0.559, 2.268, 1.732], [-0.042, -1.645, 0.511], [-2.372, -2.619, 0.410], [-3.852, -2.409, 2.421], [-3.094, -1.009, 4.357], [-0.928, 0.242, 4.236], [1.858, -3.755, 3.435], [0.726, -2.427, 3.738], [0.805, -3.195, 2.130], [5.307, -3.720, 2.855], [4.011, -3.924, 4.030], [3.760, -4.385, 2.329], [6.456, -2.078, 2.866], [6.539, -0.549, 1.951], [6.258, -0.530, 3.705], [-6.085, 2.981, -0.418], [-4.922, 3.838, -0.515], [-5.103, 5.113, 0.138], [-4.005, 6.100, -0.198], [-2.613, 5.498, -0.009], [-2.511, 4.089, -0.491], [-3.688, 3.365, -0.852], [-3.523, 2.131, -1.531], [-2.285, 1.540, -1.634], [-1.121, 2.118, -1.028], [0.161, 1.501, -1.016], [0.460, 0.217, -1.533], [1.770, -0.047, -2.010], [2.042, -1.147, -2.795], [1.086, -2.202, -2.908], [1.404, -3.353, -3.561], [0.525, -4.499, -3.479], [2.745, -3.612, -4.045], [3.441, -2.343, -4.512], [3.360, -1.226, -3.482], [-0.184, -2.024, -2.305], [-0.479, -0.859, -1.636], [-1.291, 3.438, -0.505], [-5.910, 2.016, -0.895], [-6.379, 2.810, 0.632], [-6.941, 3.464, -0.908], [-6.077, 5.499, -0.181], [-5.154, 4.972, 1.232], [-4.109, 6.431, -1.236], [-4.121, 6.974, 0.445], [-1.888, 6.118, -0.555], [-2.326, 5.549, 1.052], [-4.389, 1.621, -1.956], [-2.207, 0.626, -2.216], [1.015, 2.160, -0.850], [2.556, 0.695, -1.823], [-0.455, -4.276, -3.921], [0.975, -5.329, -4.037], [0.354, -4.833, -2.442], [3.352, -4.081, -3.249], [2.667, -4.331, -4.870], [4.486, -2.564, -4.729], [2.971, -2.000, -5.439], [3.534, -0.270, -3.995], [4.162, -1.311, -2.732], [-0.939, -2.810, -2.353], [-1.445, -0.779, -1.144], [-0.408, 3.971, -0.130]], "homo_ev": -8.044, "charge": 1, "e_tot_ha": -1996.3084, "fmax_ev_per_a": 2.18, "homo_lumo_gap_ev": 3.948}

No. 3
{"formula": "C35H43AsCl5N8OPtSi3", "method": "ωB97M-V with the def2-TZVPD basis set", "elements": ["Pt", "C", "N", "C", "N", "C", "N", "C", "C", "C", "C", "C", "C", "C", "N", "N", "C", "O", "C", "C", "C", "C", "C", "C", "N", "C", "N", "C", "N", "C", "H", "H", "H", "H", "H", "H", "H", "H", "H", "H", "H", "H", "H", "H", "H", "H", "C", "Si", "C", "C", "As", "Si", "C", "C", "C", "Si", "C", "C", "C", "H", "H", "H", "H", "H", "H", "H", "H", "H", "H", "H", "H", "H", "H", "H", "H", "H", "H", "H", "H", "H", "H", "H", "H", "H", "H", "H", "Cl", "C", "C", "C", "Cl", "C", "Cl", "C", "Cl", "C", "Cl"], "coordinates": [[0.106, 0.007, -0.262], [-0.095, -1.674, 4.898], [0.494, -1.294, 3.590], [-0.161, -1.178, 2.459], [0.675, -0.691, 1.534], [1.875, -0.559, 2.193], [1.783, -0.911, 3.440], [-1.528, -1.193, 4.960], [-2.519, -1.989, 5.517], [-3.846, -1.568, 5.494], [-4.201, -0.381, 4.876], [-3.206, 0.420, 4.320], [-1.876, 0.032, 4.406], [-3.528, 1.640, 3.582], [-4.659, 2.064, 3.143], [-4.394, 3.233, 2.437], [-3.124, 3.418, 2.500], [-2.496, 2.439, 3.208], [-2.288, 4.450, 1.892], [-2.848, 5.543, 1.230], [-2.015, 6.474, 0.633], [-0.632, 6.313, 0.660], [-0.077, 5.226, 1.318], [1.408, 4.949, 1.308], [1.631, 3.726, 0.508], [1.528, 2.470, 0.898], [1.499, 1.672, -0.180], [1.595, 2.558, -1.222], [1.671, 3.798, -0.840], [-0.909, 4.313, 1.950], [0.557, -1.240, 5.655], [-0.047, -2.759, 4.981], [-1.212, -1.361, 2.351], [2.776, -0.177, 1.744], [-2.267, -2.944, 5.963], [-4.610, -2.189, 5.942], [-5.236, -0.069, 4.820], [-1.117, 0.694, 4.008], [-3.923, 5.656, 1.200], [-2.444, 7.331, 0.132], [0.005, 7.038, 0.168], [1.805, 4.761, 2.305], [1.983, 5.742, 0.840], [1.453, 2.164, 1.929], [1.584, 2.269, -2.260], [-0.488, 3.480, 2.502], [4.189, 0.976, -2.378], [2.989, 0.033, -3.439], [3.912, -1.276, -4.372], [1.935, 1.042, -4.587], [1.439, -1.312, -2.020], [2.870, -2.967, -0.844], [4.233, -1.896, -0.171], [1.903, -3.861, 0.456], [3.438, -4.144, -2.165], [-0.363, -2.209, -3.520], [0.783, -2.805, -4.863], [-1.274, -3.612, -2.743], [-1.442, -0.797, -4.025], [4.542, 1.830, -2.965], [5.058, 0.354, -2.171], [3.814, 1.360, -1.430], [4.629, -0.701, -4.972], [3.324, -1.879, -5.064], [4.503, -1.926, -3.727], [2.622, 1.630, -5.204], [1.234, 1.744, -4.141], [1.375, 0.396, -5.269], [3.883, -0.964, 0.274], [4.946, -1.638, -0.951], [4.779, -2.450, 0.597], [1.451, -3.220, 1.210], [2.628, -4.506, 0.964], [1.139, -4.509, 0.029], [4.295, -3.782, -2.729], [2.657, -4.440, -2.865], [3.753, -5.054, -1.644], [1.623, -3.398, -4.504], [1.152, -2.003, -5.505], [0.176, -3.469, -5.489], [-0.627, -4.342, -2.256], [-1.774, -4.126, -3.571], [-2.049, -3.296, -2.052], [-0.908, -0.025, -4.582], [-1.958, -0.338, -3.185], [-2.215, -1.203, -4.685], [-1.459, 1.527, -1.363], [-2.487, 0.270, -0.649], [-1.731, -0.799, -0.231], [-2.401, -1.932, 0.205], [-1.535, -3.338, 0.696], [-3.805, -1.924, 0.253], [-4.647, -3.309, 0.769], [-4.532, -0.774, -0.117], [-6.222, -0.761, -0.026], [-3.861, 0.358, -0.598], [-4.665, 1.764, -1.110]], "homo_ev": -15.180, "charge": 3, "e_tot_ha": -7396.4772, "fmax_ev_per_a": 1.23, "homo_lumo_gap_ev": 3.834}